# 1
Density functional theory data (wB97M-V/def2-TZVPD) for an isolated ion of composition C4H11N2O and charge +1 at a distorted geometry.

Values from the calculation:
SMILES   CC(NO)=[N+](C)C
Total energy   -343.407959 a.u.
LUMO energy   -0.133 Ha
Energy relative to the best compared isomer or geometry (same formula, charge and spin)   4.250 eV
Strongest force on any atom   4.12 eV Å⁻¹

The geometry in ORCA input format:
```
! wB97M-V def2-TZVPD RIJCOSX def2/J DEFGRID3
* xyz 1 1
C 0.22 0.59 0.06
C -0.43 1.90 0.02
C 0.18 -1.87 -0.04
C -1.82 -0.40 -0.18
N 1.57 0.57 0.18
N -0.37 -0.56 -0.12
O 2.60 -0.44 -0.23
H -1.18 2.18 0.71
H -1.01 2.06 -0.97
H 0.30 2.81 0.12
H 1.11 -1.70 0.44
H -0.43 -2.52 0.65
H 0.42 -2.34 -1.00
H -2.35 -0.26 0.84
H -2.04 0.37 -1.00
H -2.14 -1.33 -0.58
H 2.11 1.33 0.62
H 3.26 -0.38 0.48
*
```

---

# 2
Density functional theory data (wB97M-V/def2-TZVPD) for a 2-piece molecular cluster, C2H6O2S2 overall at a distorted geometry.

Values from the calculation:
SMILES   O=CO.CSS
Total energy   -1026.601074 a.u.
LUMO energy   0.025 Ha
Energy relative to the best compared isomer or geometry (same formula, charge and spin)   1.674 eV
Strongest force on any atom   5.08 eV Å⁻¹

The geometry in ORCA input format:
```
! wB97M-V def2-TZVPD RIJCOSX def2/J DEFGRID3
* xyz 0 1
C 1.60 -2.52 -1.70
S 1.13 -1.72 -0.11
S -0.64 -1.07 -0.59
H 2.62 -2.91 -1.43
H 1.55 -1.75 -2.44
H 1.00 -3.47 -1.89
H -0.15 -0.80 -1.90
O -1.68 3.83 2.92
C -1.18 2.88 2.35
O -1.45 2.52 0.99
H -0.41 2.01 2.80
H -2.38 3.01 1.01
*
```

---

# 3
Density functional theory data (wB97M-V/def2-TZVPD) for a 2-piece molecular cluster, C3H9NO3 overall at a distorted geometry.

Values from the calculation:
SMILES   CC(=O)NCO.O
Total energy   -400.125702 a.u.
LUMO energy   0.027 Ha
Energy relative to the best compared isomer or geometry (same formula, charge and spin)   2.607 eV
Strongest force on any atom   3.56 eV Å⁻¹

The geometry in ORCA input format:
```
! wB97M-V def2-TZVPD RIJCOSX def2/J DEFGRID3
* xyz 0 1
O -0.90 0.59 0.32
C 0.23 0.13 0.22
N 0.98 0.76 -0.68
C 2.02 0.37 -1.55
O 1.87 -0.72 -2.38
C 0.85 -1.13 0.82
H 0.85 1.75 -0.43
H 2.72 0.26 -0.76
H 2.27 1.36 -2.03
H 1.21 -0.52 -3.00
H 1.04 -1.95 -0.02
H 0.14 -1.58 1.51
H 1.78 -0.85 1.40
H -5.12 -0.18 1.84
H -5.27 1.13 2.63
O -4.66 0.60 2.13
*
```

---

The records above yield HOMO-LUMO gap values of 10.5; 8.8; 9.8 eV, respectively.